No. 1
The following is a quantum chemistry calculation of a gas-phase ion, C3H5N2 (charge +1) at a distorted geometry, from OMol25.

Structure (ORCA input):
```
! wB97M-V def2-TZVPD RIJCOSX def2/J DEFGRID3
* xyz 1 1
N 1.7672 -0.0431 0.0934
N -0.8725 -0.3475 0.0102
C 0.8708 0.7043 -0.0238
C -0.4886 1.1487 -0.0684
C 0.4598 -1.0205 -0.1612
H 0.6532 -1.5336 -1.1226
H 0.6054 -1.6527 0.7595
H -0.7990 1.5856 -1.0161
H -0.8303 1.8565 0.6678
H -1.3658 -0.6977 0.8612
*
```

Its largest force on an atom is 3.41 eV Å⁻¹. For the HOMO energy, the calculation gives -15.81 eV. The calculation puts the HOMO-LUMO gap at 0.3808 Ha. The energy relative to the best compared isomer or geometry (same formula, charge and spin) is 122.6 kcal/mol.



No. 2
The following is a quantum chemistry calculation of a molecular structure, C20H50AsF6Mg2NO13 at a distorted geometry, from OMol25.

Structure (ORCA input):
```
! wB97M-V def2-TZVPD RIJCOSX def2/J DEFGRID3
* xyz 3 2
As -0.6139 5.0468 0.9009
Mg 0.6126 1.9176 2.3830
Mg -1.2178 0.1005 -3.0908
F 0.1623 6.3791 1.8054
F 0.8557 4.9853 -0.1547
F -1.9386 5.0854 2.1416
F -1.3494 6.3174 -0.1393
F 0.1488 3.7513 1.9069
F -1.4193 3.7007 0.0276
O 2.8002 -6.8603 1.1843
O -0.6227 1.5528 -4.1215
O 0.7577 -5.2229 -0.3289
O -1.2324 1.4764 2.8625
O -2.1410 -1.2543 -2.0370
O 2.3649 2.6336 2.2475
O 1.3002 0.2472 2.8644
O 0.8539 2.2026 4.3560
O 0.4898 -0.6203 -0.4499
O 0.2154 1.2509 0.5585
O -0.4234 0.9522 -1.4623
O -2.2426 -0.5622 -4.5534
O -2.8894 1.2402 -2.8412
N 0.1094 0.5402 -0.4492
C -2.4717 1.3721 2.1070
C 2.7826 -6.8250 -0.2867
C -2.6107 -1.9005 -5.0107
C -1.6947 -2.5149 -1.5297
C -2.0215 0.3239 -5.6471
C -3.2310 -0.5792 -1.3909
C 3.0908 3.8715 2.2038
C 3.3613 1.5794 2.2605
C -3.9840 0.4779 -2.2648
C -0.3646 1.9694 5.1194
C 1.5248 -4.0190 -0.3630
C 2.7792 0.2140 2.7030
C 1.9569 2.2702 5.2186
C 0.3285 2.6088 -3.9338
C -0.6849 1.0343 -5.4974
C 1.4214 -6.4150 -0.8064
C 0.9030 -1.0501 3.2033
C -1.5309 2.0688 4.1707
C -3.2474 2.5420 -3.1897
C 4.0280 -7.1293 1.7374
H 2.0152 -3.9157 0.6050
H 1.5217 -6.2128 -1.8727
H 4.6416 -6.3020 1.3809
H -3.0593 2.2624 1.8827
H 4.0114 3.9085 1.6214
H -4.0657 -1.2434 -1.1669
H 0.8111 -7.3104 -0.6888
H 0.0783 0.2798 -5.6877
H 3.4362 4.0024 3.2293
H -0.3820 0.9920 5.6016
H -2.3076 1.5541 4.7364
H -0.1772 -1.0538 3.3486
H 3.4867 -6.0970 -0.6896
H 3.0962 -7.7206 -0.8231
H 0.1749 3.1822 -3.0197
H 0.9555 -3.1437 -0.6760
H 2.8314 2.3512 4.5730
H 1.2357 -1.8083 2.4944
H -0.5134 1.8399 -6.2114
H 4.2630 1.6958 2.8617
H -1.9240 -2.3484 -5.7289
H 0.2519 3.4042 -4.6751
H 2.4298 -4.1009 -0.9650
H -0.9959 -3.0813 -2.1453
H -2.4928 -2.5457 -4.1401
H -4.5836 1.0114 -1.5273
H -3.6444 2.6348 -4.2006
H 4.1236 -7.0089 2.8165
H -3.6259 -1.6500 -5.3186
H 2.6305 4.8266 1.9506
H 3.2369 -0.1110 3.6373
H -2.3349 3.1362 -3.1390
H 4.4498 -8.0465 1.3264
H 3.6617 1.4633 1.2192
H -0.5241 2.7492 5.8642
H -2.5387 -3.2026 -1.4769
H 1.7865 3.1831 5.7893
H 3.0405 -0.4565 1.8842
H -2.1339 1.0232 1.1312
H -2.8457 1.0362 -5.6837
H -1.1362 -2.4932 -0.5939
H 2.0041 1.4278 5.9088
H 1.4062 -1.4810 4.0689
H -2.0541 -0.1289 -6.6381
H -1.8675 3.0752 3.9216
H -4.6795 -0.0561 -2.9123
H -3.0549 0.5460 2.5137
H -3.0334 -0.1623 -0.4034
H 1.3984 2.4040 -3.9714
H -3.9197 2.9322 -2.4256
*
```

Its largest force on an atom is 4.09 eV Å⁻¹. For the HOMO energy (spin up / spin down), the calculation gives -17.11 / -17.11 eV. The calculation puts the HOMO-LUMO gap (spin up / spin down) at 0.3753 / 0.1536 Ha.



No. 3
The following is a quantum chemistry calculation of 8 unconnected molecules or ions with the total composition C11H38O11 at a distorted geometry, from OMol25.

Structure (ORCA input):
```
! wB97M-V def2-TZVPD RIJCOSX def2/J DEFGRID3
* xyz 0 1
O -2.9362 3.8866 -1.4941
O 2.2780 -0.4214 -5.4264
O 4.1630 0.9981 0.4344
O 6.3184 0.7176 -1.6593
O 2.0862 -2.3779 2.8090
O -0.3882 0.4108 -1.3834
O 3.6353 -5.1827 4.3184
O 0.7530 -3.3363 -2.9771
O -1.0186 -0.5513 4.7459
O -5.9271 4.1016 -1.7368
O -5.8584 2.6120 1.9715
C 2.5432 -4.4312 3.8819
C -4.9935 4.2194 -2.7467
C 1.5322 0.6348 -6.0188
C -1.9035 -1.1490 5.7189
C 3.0240 -3.0240 3.5995
C 5.5859 1.9612 -1.3911
C -3.7915 3.2635 -2.5279
C 4.1911 1.6292 -0.8034
C -1.1843 -0.0696 -0.3135
C 1.3973 -3.7913 -1.7818
C -5.9702 1.1804 1.9863
H -5.6510 4.1904 -3.6156
H -5.3659 0.8160 2.8171
H -1.2375 0.3777 4.6421
H -1.6042 -1.0502 6.7623
H 1.7627 -4.8172 -1.8278
H 6.1787 2.5942 -0.7306
H -4.0321 2.2250 -2.3006
H 3.2180 -0.2689 -5.5476
H 5.5058 2.4198 -2.3766
H -0.6096 -0.2294 0.5988
H -2.1293 3.3689 -1.4429
H 1.2745 -2.7760 -3.5565
H 0.4816 0.3779 -5.8830
H 3.8869 -5.0102 5.2287
H 1.3422 -2.3164 3.4125
H -1.6313 -1.0402 -0.5286
H -6.9819 0.7830 2.0669
H 3.9477 -3.0494 3.0213
H -5.5611 1.0009 0.9920
H -3.2237 3.2643 -3.4584
H -5.4840 4.0704 -0.8857
H 2.1219 -3.0329 -1.4852
H -2.1582 -2.1424 5.3496
H 2.0921 -4.8149 2.9668
H 3.6799 0.9053 -1.4381
H -0.1493 -0.3835 -1.8667
H -2.8116 -0.5490 5.6592
H 6.7193 0.4720 -0.8224
H 3.1690 -2.5729 4.5811
H -6.4350 2.8392 2.7047
H 1.8144 1.5885 -5.5728
H 3.5162 2.4759 -0.9289
H 0.5561 -3.7878 -1.0886
H 1.8144 -4.3567 4.6890
H -4.6339 5.2283 -2.9488
H -1.9341 0.6369 0.0426
H 1.7269 0.6150 -7.0911
H 3.2895 0.6676 0.6562
*
```

Its largest force on an atom is 2.30 eV Å⁻¹. For the HOMO energy, the calculation gives -9.83 eV. The calculation puts the HOMO-LUMO gap at 0.3712 Ha. Its structure (SMILES) is OCCO.OCCO.OCCO.CO.CO.CO.CO.CO. The energy relative to the best compared isomer or geometry (same formula, charge and spin) is 78.7 kcal/mol.



No. 4
The following is a quantum chemistry calculation of a single C4H8S molecule at a distorted geometry, from OMol25.

Structure (ORCA input):
```
! wB97M-V def2-TZVPD RIJCOSX def2/J DEFGRID3
* xyz 0 1
S -0.9376 -0.8162 -0.4772
C 0.6285 -0.5873 0.2306
C -2.0162 -1.2615 0.8607
C 1.4482 0.4364 -0.1436
C 1.1552 1.4653 -1.1216
H -1.9382 -0.5247 1.6739
H 2.3119 0.6125 0.4353
H 0.8278 -1.2480 1.0508
H -1.6150 -2.1696 1.2609
H -3.0306 -1.3015 0.4970
H 0.2965 2.1761 -0.9203
H 1.9887 2.1244 -1.2098
H 0.8808 1.0940 -2.1368
*
```

Its largest force on an atom is 3.18 eV Å⁻¹. For the HOMO energy, the calculation gives -7.99 eV. The calculation puts the HOMO-LUMO gap at 0.3296 Ha. Its structure (SMILES) is C/C=C\SC. The energy relative to the best compared isomer or geometry (same formula, charge and spin) is 11.8 kcal/mol.